CH9N2O2 | the ωB97M-V functional and the def2-TZVPD basis

Geometry as XYZ:
```
14
Properties=species:S:1:pos:R:3:forces:R:3:nbo_charge:R:1
N 0.1449 1.6419 0.8046 -0.413 0.430 0.160 -0.70
C -0.0364 1.7523 -0.4757 1.232 0.258 -0.350 0.39
N 0.0047 0.8084 -1.3882 -0.580 -0.228 -0.148 -0.72
H 0.3288 0.7719 1.3134 -0.355 -0.326 0.116 0.46
H -0.0233 2.4705 1.3610 0.277 -0.088 -0.051 0.43
H -0.0025 2.7550 -0.8846 -0.577 0.139 0.105 0.22
H -0.1360 1.1137 -2.3367 0.087 -0.033 -0.113 0.43
H -0.1161 -0.1913 -1.2384 0.286 0.035 0.390 0.44
H 0.2106 -3.0086 -0.9460 0.617 0.252 0.330 0.50
H -1.1039 -2.4145 -1.0296 -0.283 0.464 0.472 0.49
O -0.2509 -2.2256 -0.6075 -0.315 -0.583 -0.968 -0.97
H 0.5098 -1.4308 2.5284 -0.054 0.129 0.044 0.50
H 0.3697 -1.1970 1.0201 -0.259 -0.562 0.074 0.49
O 0.1005 -0.8458 1.8791 0.336 0.112 -0.060 -0.96
```
Positions in Å, forces in eV/Å.

Results
HOMO level: -15.634 eV
charge: +1
LUMO energy: -3.2 eV
Kohn-Sham gap: 12.44 eV
energy above the lowest of the compared OMol25 structures with the same formula, charge and spin: 47.2 kJ/mol
energy: -303.27661 hartree